Molecular formula: H7NO2
Method: DFT, wB97M-V/def2-TZVPD

Values from the calculation:
Kohn-Sham gap (Eh): 0.3705
Charge: 0
Energy above the lowest of the compared OMol25 structures with the same formula, charge and spin (eV): 1.857

Element x y z (Å)
N 0.58471 0.48385 1.80392
H 0.94545 0.10981 2.56816
H 0.94094 1.34785 1.56977
H 0.40151 -0.14102 1.08543
H 0.94521 1.65933 -2.12740
H 0.57964 0.01594 -2.08734
O 0.38494 0.89656 -2.21567
H -2.08833 -0.80284 -0.10495
H -1.22265 -2.07079 -0.52876
O -1.47141 -1.49869 0.03684

Molecular formula: C4H6N2S2
Method: DFT, wB97M-V/def2-TZVPD

Values from the calculation:
Kohn-Sham gap (Eh): 0.2480
Charge: 0
Energy above the lowest of the compared OMol25 structures with the same formula, charge and spin (eV): 2.636

Element x y z (Å)
C -1.97691 0.74479 0.16691
C -2.14713 -0.71502 0.01466
C -0.58255 1.22435 0.32144
C 0.46711 0.25645 -0.19264
N -1.06238 -1.50830 0.00269
N 0.28000 -1.07214 0.19913
S -3.15970 1.81974 -0.06878
S -3.64885 -1.49190 -0.00035
H -0.38850 2.17945 -0.12576
H -0.38602 1.45309 1.29260
H 0.47927 0.39187 -1.22038
H 1.46274 0.51981 0.09632
H -1.21879 -2.46856 -0.16025
H 0.77320 -1.75264 -0.39209

Molecular formula: C55H49AsBrF4IrN2O3P2
Method: DFT, wB97M-V/def2-TZVPD

Values from the calculation:
2S+1: 2
Kohn-Sham gap (alpha / beta) (Eh): 0.2814 / 0.2847
Charge: +1
Energy above the lowest of the compared OMol25 structures with the same formula, charge and spin (eV): 0.849

Element x y z (Å)
Ir 1.84733 -0.40053 0.74381
C 0.25335 -2.52114 -3.01088
C 0.87971 -2.44469 -1.65095
O 0.93426 -1.35988 -1.04899
N 1.30604 -3.58904 -1.11141
C 1.50722 -3.71854 0.32180
C 2.90934 -3.47102 0.81459
C 3.72186 -4.53479 1.16970
C 4.94426 -4.29342 1.77570
C 5.30569 -2.98384 2.02910
C 4.45740 -1.97178 1.61701
N 3.29436 -2.19775 0.99808
H -0.77111 -2.88169 -2.88911
H 0.78760 -3.21334 -3.65904
H 0.22288 -1.53577 -3.46448
H 1.35196 -4.40861 -1.69298
H 1.18239 -4.71420 0.61881
H 0.84362 -3.00532 0.80635
H 3.38390 -5.54684 0.98905
H 5.58912 -5.11427 2.06071
H 6.22840 -2.73730 2.53529
H 4.71240 -0.93463 1.78273
F 8.69281 1.99839 1.07111
C 7.51740 1.62223 0.58556
C 7.40264 1.32092 -0.76474
F 8.46999 1.42067 -1.55253
C 6.18551 0.92369 -1.29007
F 6.14676 0.66924 -2.60427
C 5.05438 0.79922 -0.48312
P 3.40882 0.30950 -1.12264
C 2.97549 1.77274 -2.12640
C 3.48488 2.02250 -3.40203
C 3.16186 3.19612 -4.06410
C 2.33595 4.13586 -3.46057
C 1.83972 3.90294 -2.18782
C 2.15801 2.72591 -1.52498
C 3.80959 -1.00708 -2.31471
C 4.74147 -1.98323 -1.95894
C 4.99908 -3.05303 -2.80027
C 4.33133 -3.16014 -4.01384
C 3.40802 -2.19143 -4.37712
C 3.13601 -1.12860 -3.52534
C 5.22380 1.11157 0.84416
Br 2.90211 1.20929 2.18415
C 6.39956 1.52138 1.39918
F 6.51771 1.80611 2.70257
H 4.13792 1.30648 -3.88130
H 3.56608 3.38313 -5.05046
H 2.09038 5.05315 -3.97970
H 1.20996 4.63954 -1.70557
H 1.79105 2.55138 -0.52415
H 5.28527 -1.89790 -1.02529
H 5.73523 -3.79442 -2.51724
H 4.54110 -3.98799 -4.67882
H 2.90124 -2.25701 -5.33212
H 2.40577 -0.38221 -3.81227
C 0.24682 0.86115 0.54013
H 0.53658 1.86329 0.88594
H 0.03198 0.93253 -0.53295
C -2.32275 2.04152 0.53979
C -3.74394 2.18597 1.07031
As -4.81050 3.33051 -0.14171
C -6.57347 2.74305 0.45514
C -6.81838 2.37054 1.77292
C -8.08940 1.96931 2.16692
C -9.12624 1.94228 1.24756
C -8.89310 2.32921 -0.06578
C -7.62611 2.73314 -0.45738
C -4.63918 2.13160 -1.67824
C -4.01499 2.60860 -2.82647
C -3.83735 1.78218 -3.93095
C -4.28980 0.47229 -3.89279
C -4.91422 -0.01231 -2.74891
C -5.08617 0.81156 -1.64736
P -1.35841 0.72284 1.33990
C -1.28240 1.16777 3.08257
C -1.54641 0.30416 4.14351
C -1.49048 0.77296 5.44715
C -1.15721 2.09457 5.70504
C -0.86626 2.95310 4.65522
C -0.93184 2.49312 3.35046
C -2.35138 -0.72903 0.95684
C -2.19772 -1.27944 -0.31211
C -3.02358 -2.31424 -0.72572
C -4.00913 -2.80168 0.11908
C -4.17819 -2.23938 1.37681
C -3.36173 -1.19901 1.79211
H -1.77469 2.98194 0.63046
H -2.32514 1.76856 -0.52065
H -3.73296 2.62607 2.06881
H -4.24698 1.22044 1.12935
H -6.02340 2.39474 2.50882
H -8.26711 1.67848 3.19444
H -10.11555 1.62846 1.55374
H -9.70047 2.31636 -0.78655
H -7.45643 3.03590 -1.48455
H -3.67071 3.63600 -2.86326
H -3.35661 2.16665 -4.82141
H -4.16906 -0.16796 -4.75771
H -5.27736 -1.03225 -2.71849
H -5.58569 0.42659 -0.76434
H -1.75616 -0.73756 3.95572
H -1.70177 0.09797 6.26638
H -1.11534 2.45397 6.72475
H -0.58913 3.98032 4.84992
H -0.69341 3.17522 2.54331
H -1.43481 -0.89842 -0.97888
H -2.91162 -2.73006 -1.71952
H -4.65903 -3.60268 -0.20830
H -4.95490 -2.60558 2.03513
H -3.52903 -0.75309 2.76194
C 1.36740 -2.07824 4.54483
O 1.89731 -1.45925 3.36337
C 1.02744 -1.24243 2.36317
O -0.13163 -1.62306 2.48167
H 2.19852 -2.12445 5.24181
H 0.99588 -3.07793 4.32227
H 0.55857 -1.47742 4.95549

Molecular formula: C14H43FGaO6S7
Method: DFT, wB97M-V/def2-TZVPD

Values from the calculation:
Kohn-Sham gap (Eh): 0.1975
Charge: -1

Element x y z (Å)
F -1.44419 -0.15223 0.72377
C -1.86036 -1.29721 1.60108
C -2.31606 -2.58284 0.66712
Ga -0.52383 -3.31026 -0.17150
S -0.39265 -2.54299 -2.36961
H -2.63799 -1.00148 2.42425
H -0.87049 -1.63010 2.17737
H -2.97626 -2.18878 -0.22804
H -2.89319 -3.42235 1.26443
H 0.73779 -2.61070 0.58740
H -0.36465 -4.89434 -0.03352
H -1.33839 -1.47464 -2.47185
C -2.70880 5.07723 1.15240
S -1.75252 4.31210 -0.17832
O -2.32858 4.78823 -1.47912
C -2.35738 2.63051 0.10108
H -2.51602 6.15302 1.14507
H -3.77578 4.90016 0.99570
H -2.39648 4.66145 2.11315
H -3.44580 2.60469 0.00940
H -2.05626 2.29484 1.09605
H -1.91518 1.97286 -0.65095
C 5.11339 -2.11366 0.19698
S 3.82291 -3.09988 -0.59847
O 3.41595 -4.17343 0.36718
C 4.90433 -3.86041 -1.83289
H 4.66981 -1.57272 1.03672
H 5.90824 -2.76621 0.56678
H 5.51975 -1.39632 -0.51979
H 5.71189 -4.40483 -1.33774
H 5.31718 -3.08591 -2.48329
H 4.31236 -4.55670 -2.43149
C -3.53095 5.27481 6.97436
S -3.48171 4.46917 5.35596
O -2.31366 5.03674 4.60487
C -4.97716 5.25605 4.71088
H -2.65634 4.95723 7.54773
H -3.50842 6.36061 6.85243
H -4.43794 4.97543 7.50466
H -4.86526 6.34273 4.72888
H -5.83670 4.95699 5.31509
H -5.12727 4.92472 3.68070
C 5.21228 2.08996 -0.57873
S 6.86996 1.44377 -0.25434
O 6.71817 0.22276 0.60398
C 7.39216 2.80203 0.81995
H 4.67809 1.37585 -1.21058
H 4.66983 2.21703 0.36146
H 5.28819 3.04676 -1.10050
H 6.71513 2.88507 1.67344
H 7.39698 3.73532 0.25226
H 8.40261 2.59246 1.17862
C 3.07739 -7.55333 -3.16892
S 1.53781 -6.62888 -3.38290
O 1.80465 -5.20870 -2.97980
C 0.65270 -7.42365 -2.02034
H 3.80421 -7.19284 -3.90128
H 3.47100 -7.39625 -2.16157
H 2.89221 -8.61663 -3.33793
H 1.19605 -7.27464 -1.08423
H 0.54668 -8.49103 -2.22719
H -0.33853 -6.97145 -1.93934
C -4.17208 2.76264 -2.92802
S -4.24653 0.95753 -2.84601
O -3.09638 0.42178 -3.64647
C -5.73772 0.78679 -3.85539
H -3.28297 3.09895 -2.38865
H -4.10738 3.08732 -3.96953
H -5.06167 3.18730 -2.45709
H -5.57628 1.23351 -4.83931
H -6.57597 1.27583 -3.35390
H -5.95795 -0.27685 -3.97259

Molecular formula: C2H6Cl2P2
Method: DFT, wB97M-V/def2-TZVPD

Values from the calculation:
2S+1: 3
Kohn-Sham gap (alpha / beta) (Eh): 0.2586 / 0.3009
Charge: 0
Energy above the lowest of the compared OMol25 structures with the same formula, charge and spin (eV): 0.284

Element x y z (Å)
C 1.97961 -0.73289 0.49367
C 1.26834 0.18975 -0.31431
P -0.43905 0.59561 -0.29254
P -3.10389 0.10283 -0.71318
Cl -3.41594 -1.61442 0.18859
Cl -3.64054 1.39036 0.65270
H 1.86948 -1.69956 0.20355
H 1.74742 -0.62231 1.59901
H 3.00687 -0.50644 0.23289
H 1.67952 -0.03114 -1.30428
H -0.51219 1.49648 0.67020
H -0.43962 1.43172 -1.41632

Molecular formula: C22H64N2O9
Method: DFT, wB97M-V/def2-TZVPD

Values from the calculation:
Kohn-Sham gap (Eh): 0.3484
Charge: 0
Energy above the lowest of the compared OMol25 structures with the same formula, charge and spin (eV): 2.486

Element x y z (Å)
C -1.03725 -5.16807 0.51502
C -2.22487 -4.28049 0.80282
O -2.16874 -3.84740 2.16976
H -1.17886 -5.56115 -0.50349
H -1.08273 -6.09814 1.07948
H -0.07841 -4.65902 0.45932
H -3.20013 -4.74500 0.65354
H -2.25938 -3.39015 0.16740
H -1.79060 -2.96219 2.18219
C 0.42985 -0.60463 -0.60334
C -0.54291 -0.24567 0.48889
O -0.37299 -1.03259 1.66941
H 1.43006 -0.68740 -0.16269
H 0.50547 0.19441 -1.34220
H 0.29495 -1.58708 -1.05700
H -1.58625 -0.22861 0.17509
H -0.35726 0.77735 0.84377
H 0.49429 -0.81475 2.03031
C -2.52132 1.04844 -2.59481
C -3.96036 1.27764 -2.98578
O -4.14351 1.00947 -4.40497
H -2.06751 0.21196 -3.13270
H -2.40136 0.92144 -1.51715
H -1.79436 1.82334 -2.86302
H -4.34404 2.28253 -2.80613
H -4.62189 0.50525 -2.59166
H -3.81613 1.80188 -4.84623
C 2.57744 2.51128 -0.86426
C 3.88680 3.28931 -0.55948
O 3.92137 3.45732 0.85358
H 1.82194 2.78222 -0.12645
H 2.72046 1.43445 -0.77016
H 2.13902 2.84054 -1.80868
H 3.77937 4.22742 -1.10762
H 4.83405 2.85964 -0.88969
H 4.36672 2.72000 1.27705
C -1.40584 -3.36030 -2.87851
C -0.63569 -3.10427 -4.15013
O -1.21461 -2.00372 -4.85174
H -1.31863 -4.37022 -2.48088
H -2.46194 -3.11559 -2.99534
H -1.03269 -2.67408 -2.11315
H -0.66122 -3.99750 -4.78737
H 0.44094 -2.99279 -4.03035
H -2.17268 -1.96207 -4.82514
C 1.47924 -0.36440 -4.20744
C 1.44805 1.06342 -4.77891
O 0.25252 1.15304 -5.60986
H 0.54591 -0.58476 -3.68334
H 2.15895 -0.38455 -3.34406
H 1.70753 -1.19257 -4.87324
H 2.29913 1.14453 -5.46373
H 1.40776 1.88467 -4.06806
H 0.08609 0.23352 -5.83722
C -4.92314 -1.02186 0.05087
C -6.40285 -0.64668 0.05607
O -7.12373 -1.86659 -0.15166
H -4.63910 -1.43398 -0.92077
H -4.70471 -1.65042 0.91313
H -4.19693 -0.19731 0.06346
H -6.50756 0.12071 -0.71130
H -6.63780 -0.19686 1.02184
H -7.35633 -2.17137 0.72978
C 3.35987 -3.09263 1.19718
C 3.69879 -1.72970 1.76763
C 3.48555 -1.62155 3.27602
O 2.09447 -1.68801 3.55196
C 1.77142 -2.04686 4.87358
N 5.04490 -1.29212 1.41254
H 3.80898 -3.13898 0.20558
H 2.26780 -3.08437 1.08311
H 3.56652 -4.01094 1.74616
H 3.07718 -0.96293 1.29050
H 3.98765 -0.78978 3.77495
H 3.92988 -2.53940 3.68617
H 2.55547 -2.57785 5.41925
H 0.92598 -2.73628 4.80630
H 1.44060 -1.19718 5.47737
H 5.15571 -1.42618 0.41317
H 5.80982 -1.84957 1.78389
C 0.17721 6.40528 3.05567
C 1.25351 5.34100 2.71997
C 0.66167 3.90623 2.71922
O 0.07291 3.68688 3.98048
C -0.41257 2.35164 4.08571
N 1.78093 5.67815 1.40066
H -0.11992 6.40421 4.10544
H -0.68422 6.11381 2.45488
H 0.49662 7.42975 2.87052
H 2.06128 5.35725 3.45854
H 1.47577 3.20185 2.52177
H -0.10163 3.87634 1.93396
H -0.86773 2.27974 5.07209
H 0.45416 1.68264 4.08515
H -1.13051 2.13265 3.29361
H 2.30829 6.54532 1.43703
H 2.51202 5.02009 1.13686

Molecular formula: C20H10CsF3N4O11
Method: DFT, wB97M-V/def2-TZVPD

Values from the calculation:
Kohn-Sham gap (Eh): 0.2377
Charge: -2
Energy above the lowest of the compared OMol25 structures with the same formula, charge and spin (eV): 0.000

Element x y z (Å)
Cs 0.07407 0.01343 -1.55503
O 2.44789 -3.98428 -0.46821
C 2.02036 -2.87815 -0.10607
O 2.05861 -1.78459 -0.73160
C 1.42939 -2.80963 1.30703
C 2.20336 -3.21154 2.34747
C 1.73074 -3.14016 3.67937
C 0.45792 -2.70539 3.94726
C -0.37059 -2.33346 2.89741
C 0.06553 -2.32492 1.50992
O -0.63887 -1.94098 0.55426
N -1.71062 -1.95436 3.27091
O -1.93856 -1.67523 4.44738
O -2.59154 -1.92652 2.42079
N 2.57163 -3.55181 4.77017
O 2.12861 -3.51006 5.91520
O 3.70936 -3.93105 4.51882
H 3.19228 -3.60285 2.15472
H 0.09049 -2.67020 4.95976
O 0.71969 4.62639 -3.66682
C 1.20283 3.61295 -3.14231
O 0.72413 2.45559 -3.05589
C 2.59378 3.79494 -2.49171
C 3.27492 2.72308 -1.92860
C 4.52081 2.88828 -1.33295
C 5.11009 4.13931 -1.29285
C 4.42098 5.20070 -1.86248
C 3.18108 5.05376 -2.45850
N 5.04433 6.53309 -1.82643
O 6.14828 6.63811 -1.31551
O 4.43542 7.46997 -2.30605
H 2.81466 1.74552 -1.96999
H 5.02850 2.03718 -0.89791
H 6.07426 4.30449 -0.83674
H 2.65498 5.88725 -2.89972
F -7.42539 -1.43632 0.92500
C -7.11620 -1.96526 -0.27328
F -7.16470 -3.30396 -0.12613
F -8.11707 -1.63337 -1.11431
C -5.77371 -1.50391 -0.76199
C -4.65753 -1.71701 0.02624
C -3.42250 -1.28973 -0.44702
N -3.27533 -0.67395 -1.62337
C -4.36049 -0.47536 -2.36658
C -5.63321 -0.87282 -1.98834
H -4.71484 -2.19524 0.99473
H -2.52593 -1.46727 0.14023
H -4.20797 0.03418 -3.31201
H -6.48394 -0.68888 -2.62831

Molecular formula: C24H47Al2BBeCl2F10Li2O9PS2
Method: DFT, wB97M-V/def2-TZVPD

Values from the calculation:
Kohn-Sham gap (Eh): 0.0651
Charge: +1

Element x y z (Å)
C 3.39027 -1.71003 3.03232
C 4.01255 -2.81833 2.82605
C 5.50507 -2.74035 2.72472
O 6.23439 -3.41318 3.33344
O 5.98648 -1.81858 1.93619
C 6.31236 -2.24386 0.58769
C 5.61942 -1.49119 -0.55888
C 5.85211 0.04135 -0.38373
C 4.55851 0.69208 0.24860
C 3.95753 1.42248 -0.96940
C 2.65666 2.28933 -0.83774
B 1.48587 1.71810 0.05921
C 1.06170 2.09907 1.53953
C -0.20731 1.30339 1.92635
C -1.16966 1.20773 0.74543
C -2.60578 0.83817 1.05426
C -2.84670 -0.63702 1.39368
C -1.91295 -1.60864 0.67995
C -2.08294 -1.63451 -0.85851
C -0.74896 -1.54970 -1.61103
C -0.10781 -2.94115 -1.83648
C 1.39387 -2.71928 -2.10869
O 1.59600 -1.81744 -3.18014
C 2.26015 -0.67267 -2.80133
H 2.37959 -1.63057 2.66503
H 3.82609 -0.86723 3.53517
H 3.47860 -3.74983 2.76914
H 6.06818 -3.29929 0.50078
H 7.38660 -2.15075 0.49467
H 4.55547 -1.70816 -0.54039
H 5.97194 -1.88537 -1.50680
H 6.08488 0.51426 -1.34901
H 6.73258 0.11906 0.26840
H 4.85152 1.42499 0.99276
H 3.98579 -0.11327 0.68775
H 4.74375 2.12034 -1.24329
H 3.85027 0.74644 -1.81061
H 2.97663 3.31751 -0.56637
H 2.22353 2.32217 -1.83844
H 0.80333 0.91308 -0.47864
H 1.89634 1.94656 2.23089
H 0.84659 3.18226 1.59147
H 0.04617 0.36145 2.39485
H -0.76405 1.88690 2.73134
H -1.19645 2.21837 0.31804
H -0.77545 0.56811 -0.02985
H -2.91824 1.42393 1.93787
H -3.27251 1.12539 0.25811
H -2.86620 -0.79535 2.46300
H -3.85508 -0.87613 1.06390
H -2.12735 -2.58784 1.06539
H -0.88278 -1.37456 0.96149
H -2.57373 -2.54942 -1.16543
H -2.74212 -0.82159 -1.14888
H 0.00937 -0.97114 -1.07099
H -0.89456 -1.06250 -2.56715
H -0.18179 -3.46716 -0.88517
H -0.57103 -3.47614 -2.64987
H 1.86184 -2.30491 -1.21102
H 1.87994 -3.65691 -2.36984
H 2.46637 -0.06239 -3.67148
H 1.71099 -0.05103 -2.09623
H 3.23776 -0.88203 -2.34240
Al -0.77500 3.23022 3.59548
Cl 1.87112 5.04473 -0.31274
Cl 3.13003 6.78665 -0.25897
C -7.04598 3.07419 -0.82836
C -7.53455 2.67422 -2.22774
C -6.62947 1.54006 -2.72542
S -6.04428 0.69033 -1.26316
O -4.61146 0.87249 -1.17009
O -6.64445 -0.60346 -1.18967
C -6.84021 1.76426 -0.07100
H -7.75865 3.72238 -0.31936
H -6.09778 3.61234 -0.90979
H -8.56524 2.32147 -2.16524
H -7.51945 3.51850 -2.91633
H -7.17085 0.83779 -3.35475
H -5.76486 1.92359 -3.25743
H -6.21203 1.86918 0.81125
H -7.79202 1.31014 0.19870
F 2.76953 -4.70362 8.54536
P 3.44741 -3.18103 8.61491
F 3.14385 -3.26557 10.24578
F 2.63548 -1.73592 8.86943
F 4.60723 -2.20237 7.85401
F 4.87517 -3.98499 8.97565
F 2.69907 -3.15734 7.10000
Li 5.57686 -4.31378 4.92899
O -4.96814 4.07411 -3.82353
S -4.91293 3.92162 -5.27202
O -4.85948 5.22853 -5.91493
O -6.10296 3.21158 -5.72608
O -3.71183 3.17705 -5.63041
Li 3.74776 9.31026 -1.07241
Be 7.81569 0.03640 -1.45777
F -4.81446 -3.92166 -4.01650
Al -5.44447 -2.45605 -4.64355
F -4.54455 -1.12518 -4.00250
F -7.08737 -2.28931 -4.18812
F -5.32038 -2.45488 -6.35131